Entry 1:
Computed, not measured: a structure of composition C22H33CdNO3P2 at a distorted geometry, with ωB97M-V/def2-TZVPD.

Output
total charge: +2
strongest force on any atom: 2.24 eV Å⁻¹

Positions of all 62 atoms, in Å:
H 7.3912 -5.9013 -7.0933
C 1.3633 2.4722 1.8145
C -2.8904 1.5656 -1.6584
H 1.3633 1.5366 2.3912
H 6.1607 -5.0800 -8.0694
O 1.0473 -1.6773 -1.6314
C 4.7284 -4.3641 -6.0990
C -1.4747 2.5262 1.5541
C 2.2180 -3.1367 -3.6600
H -4.6086 -0.2298 -0.1682
C -1.5548 3.4016 2.6369
C 0.0662 4.0407 -0.2515
H -3.4468 -1.4527 -0.7960
H 1.0785 -5.4202 -0.4283
H 8.3897 -5.8096 -4.8055
C 8.2349 -4.7315 -4.6531
H 0.2072 4.8129 0.5146
C 6.8549 -4.9529 -7.2322
H 2.1056 -5.2270 2.2943
H 5.1199 -3.4935 -3.6491
C 1.0747 -2.6614 1.0779
H 6.7317 -3.7432 -2.7212
H 7.5975 -4.1950 -7.5216
H 4.2689 -4.4955 -7.0809
C 6.7670 -4.3569 -4.7390
H 0.8969 4.0789 -0.9698
H -4.6821 2.6071 3.7343
H 4.1080 -4.1409 -5.2423
C -2.7125 3.4315 3.4232
C 6.0735 -4.5408 -5.9969
H 0.3884 -5.4394 1.8194
H 2.3230 2.5833 1.2861
H -3.9078 1.9454 -1.4712
H 2.7390 -4.9908 0.0638
H 2.5528 -3.8014 -4.4505
C 2.1519 -3.5967 -2.3881
O 1.0109 -3.4791 2.1118
H -2.9139 0.9033 -2.5362
H 1.8971 -2.1289 -3.9261
P -2.3351 0.5723 -0.2241
H 1.2094 3.3294 2.4845
C 1.2940 -4.8427 1.6677
C -3.7122 1.7113 2.0279
C 1.6749 -4.7681 0.2183
H -2.2215 2.4110 -1.8687
N 1.4008 -3.3609 -0.0820
H 2.5670 -4.5709 -2.1151
P 0.0523 2.3963 0.5482
H -2.7607 4.1198 4.2691
C -2.5678 1.6853 1.2242
H -0.7062 4.0494 2.8797
C 6.1487 -3.8478 -3.6382
O 0.8852 -1.4357 1.2061
H 8.8418 -4.2059 -5.4021
H -4.5535 1.0501 1.8045
C -3.7824 2.5837 3.1195
C 1.5140 -2.8150 -1.3684
C -3.6199 -0.6855 -0.0297
H -3.5376 -1.1275 0.9730
H 8.6193 -4.4705 -3.6622
H -0.8818 4.2203 -0.7752
Cd 0.1347 -0.0393 -0.4389

Cartesian forces, eV/Å:
H -0.134 0.242 0.084
C 0.216 0.111 -0.195
C -0.084 -0.123 -0.141
H 0.050 0.298 -0.121
H 0.213 0.011 0.129
O 0.372 -0.648 0.514
C 1.405 -0.494 -0.618
C -0.323 -0.757 -0.333
C -0.328 -0.400 0.853
H 0.167 -0.262 0.054
C -0.105 -0.071 0.088
C 0.369 -0.179 -0.465
H -0.246 0.116 0.252
H 0.082 0.121 0.228
H -0.075 0.269 -0.013
C -0.102 -0.065 0.150
H -0.055 -0.191 -0.139
C -0.119 0.170 -0.028
H -0.321 0.127 -0.090
H 0.273 -0.086 0.067
C -0.257 1.283 0.459
H -0.337 0.042 -0.189
H -0.170 -0.187 0.144
H -0.098 0.085 0.436
C 0.202 0.586 2.113
H -0.252 0.172 0.164
H 0.251 -0.041 -0.168
H 0.218 -0.028 -0.247
C 0.146 -0.066 -0.287
C -1.854 -0.039 -1.254
H 0.214 0.236 0.141
H -0.207 -0.041 0.321
H 0.382 -0.101 -0.032
H -0.276 0.058 0.040
H 0.093 0.301 0.191
C 0.420 -0.551 -1.106
O 0.241 0.120 -1.002
H -0.003 0.247 0.163
H -0.046 -0.355 0.083
P -1.242 0.054 0.257
H 0.178 -0.309 -0.198
C -0.298 -0.670 1.237
C -0.018 -0.018 -0.145
C 0.608 -0.022 -0.813
H -0.157 -0.256 0.099
N -0.022 0.666 -0.737
H -0.289 0.329 -0.294
P 0.413 1.002 0.961
H -0.076 -0.264 -0.260
C 0.840 0.134 0.182
H -0.440 -0.199 -0.009
C 1.021 -0.377 -0.803
O 0.130 -1.732 -0.481
H -0.218 -0.102 0.128
H 0.239 0.279 0.144
C 0.157 0.064 -0.105
C -0.680 1.671 0.817
C -0.035 -0.099 -0.096
H -0.081 0.034 -0.341
H 0.000 -0.088 -0.213
H 0.283 -0.073 0.132
Cd -0.234 0.068 0.292

***

Entry 2:
Computed, not measured: an isolated molecule of C22H33F3N4O, with ωB97M-V/def2-TZVPD.

Output
total charge: 0
relative energy (zero: lowest compared OMol25 entry of this formula, charge and spin): 11.5 kJ/mol
structure (SMILES): CCN(CC)CC(=O)N1CCC[C@H](N2CCN(c3cccc(C(F)(F)F)c3)CC2)C1
strongest force on any atom: 0.63 eV Å⁻¹

Positions of all 63 atoms, in Å:
H 0.9411 0.7131 -4.3327
H 1.8043 0.9731 0.2538
H -0.5842 1.8489 -0.0016
H -3.6813 2.3908 3.5451
H -1.4190 -2.2919 -3.7605
H 3.2975 -5.3128 -5.6368
H 0.8999 -0.6686 2.6600
C 1.3889 0.0647 0.6939
H -1.5089 -0.5372 -3.7176
H -1.8747 3.5471 2.3421
H 0.0481 1.5173 3.5442
N -1.8993 1.8941 4.5461
H -1.0507 0.9980 6.2054
C -0.9652 3.1214 6.4644
C -2.1626 0.5776 3.9950
C 0.2035 1.3622 2.4792
C 3.1135 -3.1822 -5.4380
N -1.0526 1.0274 1.8494
F 4.1816 -2.1991 -7.3093
C 0.3855 0.5476 -2.2407
H -1.3892 -0.1162 4.3407
H -3.1417 0.1759 4.3076
C -0.9365 -1.4012 -3.3621
C -2.2563 3.9721 3.2657
H -0.7197 -2.4333 -1.4629
C -0.9295 -1.4223 -1.8277
H -0.0381 3.2559 5.9130
N 0.1345 -0.5561 -1.3385
C 2.7000 -4.4948 -5.2696
H -0.7337 3.0288 7.5227
C 2.3583 -2.1174 -4.9763
H -1.9487 0.6980 0.0219
H 2.1908 0.5397 2.6455
C 0.7399 -3.6705 -4.1374
F 5.2001 -2.0635 -5.4233
H 1.0886 1.2406 -1.7798
C -1.6805 1.8641 5.9825
C 1.4993 -4.7174 -4.6153
H 2.7083 -1.1154 -5.1651
H -0.5302 1.1105 -2.4862
H 1.1567 -5.7302 -4.4659
C -2.8915 2.8809 4.1236
C 1.2336 0.2643 2.2008
O -3.1342 0.1817 1.8453
C -2.1631 0.5757 2.4688
H -1.9230 -1.1232 -1.4585
C 1.1481 -2.3372 -4.3026
C -0.9504 0.9037 0.4121
H 2.0876 -0.1995 -3.3194
H -1.4340 4.4437 3.7965
N 0.4005 -1.2730 -3.8820
H -0.3643 -1.1517 0.5527
C 0.0225 -0.2451 0.0717
H 0.5570 2.3055 2.0457
H -3.3649 3.3370 5.0000
H 2.0749 -0.7558 0.4816
H -1.5826 4.0041 6.3245
H -2.6262 1.7396 6.5390
H -2.9974 4.7290 3.0200
C 4.3924 -2.8615 -6.1523
F 5.1209 -3.9404 -6.4688
H -0.1732 -3.8982 -3.6120
C 1.0294 -0.0183 -3.5177

Cartesian forces, eV/Å:
H 0.116 0.035 0.057
H 0.053 0.077 -0.067
H 0.014 -0.001 -0.012
H -0.037 0.002 0.107
H -0.031 0.091 -0.006
H 0.055 -0.062 -0.029
H 0.004 -0.040 0.081
C -0.241 -0.339 0.175
H -0.043 -0.126 0.016
H 0.074 -0.020 -0.121
H 0.056 0.073 -0.150
N -0.121 -0.235 0.141
H -0.073 -0.001 0.007
C -0.148 -0.283 -0.006
C -0.187 -0.010 0.099
C 0.401 -0.305 0.380
C -0.024 -0.129 0.065
N 0.188 0.226 -0.276
F -0.209 0.037 -0.048
C 0.040 -0.088 -0.125
H -0.012 0.023 0.019
H 0.164 0.000 -0.128
C -0.090 -0.044 0.193
C -0.257 -0.088 0.147
H -0.133 0.005 -0.004
C -0.039 -0.154 -0.054
H 0.103 0.039 -0.048
N 0.030 0.009 -0.106
C 0.125 0.133 -0.072
H 0.018 0.071 0.121
C 0.001 -0.119 0.070
H 0.130 0.099 -0.013
H 0.025 -0.026 0.070
C -0.110 0.089 0.075
F -0.079 0.059 0.196
H -0.041 0.062 -0.041
C 0.159 0.134 0.057
C 0.094 -0.012 -0.063
H -0.006 0.123 -0.009
H 0.080 0.056 0.026
H -0.053 -0.083 0.031
C 0.142 0.290 -0.212
C 0.025 0.346 -0.193
O -0.291 -0.183 -0.018
C -0.129 -0.017 0.306
H 0.001 -0.026 -0.016
C 0.301 -0.299 -0.343
C -0.260 -0.409 -0.336
H -0.049 0.026 -0.009
H 0.096 0.073 0.051
N -0.199 0.230 0.146
H -0.019 0.055 0.018
C 0.261 0.265 0.090
H -0.014 0.033 0.086
H -0.032 -0.089 -0.012
H 0.027 0.007 -0.073
H -0.046 0.146 0.002
H 0.051 -0.070 -0.037
H -0.049 0.148 -0.086
C 0.364 0.182 -0.216
F -0.103 -0.273 0.066
H -0.105 0.004 0.070
C 0.029 0.279 -0.046

***

Calculated values (hartree) of orbital gap for the records, taken in order: 0.197 0.313.
Calculated values (a.u.) of E for the records, taken in order: -1988.4879 -1451.9913.